{"formula": "C3H7ClO2Si", "method": "the ωB97M-V functional and the def2-TZVPD basis", "energy_ha": -1018.7649, "homo_lumo_gap_ha": 0.3931, "smiles": "C[Si](C)(Cl)OC=O", "relative_energy_ev": 0.783, "symbols": ["C", "Si", "C", "Cl", "O", "C", "O", "H", "H", "H", "H", "H", "H", "H"], "positions_angstrom": [[0.332, -0.230, 1.500], [-0.195, 0.635, -0.089], [0.658, 0.199, -1.704], [-0.369, 2.691, 0.164], [-2.023, 0.145, -0.302], [-3.201, -0.274, 0.254], [-4.224, -0.495, -0.352], [-0.271, 0.072, 2.363], [0.330, -1.302, 1.383], [1.321, 0.075, 1.750], [0.156, 0.609, -2.531], [1.686, 0.543, -1.779], [0.625, -0.892, -1.784], [-3.203, -0.436, 1.261]]}